# 1
Molecular formula: C5H13NO
Method: DFT, ωB97M-V with the def2-TZVPD basis set

Values from the calculation:
Multiplicity: 1
Gap between HOMO and LUMO, eV: 10.65
SMILES: CCC(N)=O.CC
Net charge: 0
HOMO, eV: -9.75
Relative energy (zero: lowest compared OMol25 entry of this formula, charge and spin), kJ/mol: 142.42

Cartesian coordinates (Å):
C1 -0.8478 0.3474 2.0372
C2 -1.0958 -0.1997 0.5972
C3 -0.3338 -1.5331 0.6444
N1 -1.0481 -2.7804 0.5207
O1 0.8484 -1.5832 0.5915
H1 0.2066 0.3812 2.1012
H2 -1.3564 -0.2399 2.8130
H3 -1.1705 1.4389 2.1447
H4 -2.1550 -0.4903 0.4713
H5 -0.7529 0.2144 -0.2594
H6 -0.5526 -3.6435 0.4983
H7 -2.0098 -2.6054 0.8806
C4 1.3909 1.9908 -1.3067
C5 1.1966 0.6441 -1.9855
H8 0.7406 2.8639 -1.5949
H9 1.2755 1.8206 -0.2962
H10 2.3924 2.4747 -1.5434
H11 0.1757 0.7080 -2.5154
H12 1.0237 -0.1611 -1.1947
H13 2.0723 0.3528 -2.6036

Forces on atoms 1 to 2 (eV/Å):
C -1.3 2.5 -1.4
C -2.2 -4.0 4.1

---

# 2
Molecular formula: C14H20CrO15
Method: DFT, ωB97M-V with the def2-TZVPD basis set

Values from the calculation:
Multiplicity: 6
Gap between HOMO and LUMO (spin up / spin down), eV: 8.88 / 4.29
Net charge: +1
HOMO (spin up / spin down), eV: -10.79 / -11.45

Cartesian coordinates (Å):
Cr1 -15.9661 -35.3702 4.4382
O1 -17.4963 -31.6629 5.0943
C1 -16.9410 -32.8830 4.8829
O2 -17.3308 -33.9518 5.3165
O3 -15.9457 -32.9908 4.1533
H1 -18.1830 -31.8370 5.7421
O4 -13.0999 -36.5904 1.9879
C2 -13.9869 -36.1939 2.8633
O5 -14.9148 -36.9172 3.2602
O6 -14.1700 -35.0276 3.1677
H2 -12.7173 -35.7726 1.6617
C3 -19.1239 -40.0464 8.2074
C4 -18.1132 -38.8996 8.3242
C5 -16.6563 -39.2734 8.2633
O7 -16.1642 -38.3592 7.2917
C6 -17.1379 -37.7619 6.6706
O8 -16.9379 -36.9716 5.7525
O9 -18.3129 -38.0612 7.2231
H3 -19.1395 -40.6899 7.3278
H4 -20.1131 -39.5886 8.1994
H5 -19.1008 -40.5261 9.1859
H6 -18.3280 -38.3485 9.2398
H7 -16.4183 -40.3141 8.0433
H8 -16.1622 -39.0775 9.2150
C7 -12.8511 -37.9692 9.1854
C8 -12.9999 -36.4743 8.8274
C9 -11.8526 -35.9017 8.1404
O10 -12.4536 -35.0549 7.2080
C10 -13.7122 -35.5611 7.0301
O11 -14.4721 -35.2822 6.1231
O12 -14.0511 -36.3861 7.9481
H9 -13.5181 -38.2969 9.9828
H10 -11.8816 -38.1682 9.6422
H11 -12.8874 -38.6591 8.3424
H12 -13.3622 -35.8957 9.6772
H13 -11.2181 -36.6728 7.7034
H14 -11.1472 -35.3136 8.7275
C11 -18.8323 -34.9940 -1.2769
C12 -19.3015 -35.1562 0.1956
C13 -19.5826 -36.5915 0.4475
O13 -18.7978 -36.8449 1.5821
C14 -18.2167 -35.8059 2.0013
O14 -17.7494 -35.7633 3.1492
O15 -18.2667 -34.8438 1.1555
H15 -19.6207 -34.8083 -2.0063
H16 -18.1641 -35.8164 -1.5324
H17 -18.2680 -34.0614 -1.2726
H18 -20.1968 -34.6124 0.4967
H19 -19.2723 -37.2621 -0.3538
H20 -20.6444 -36.6631 0.6828

Forces on atoms 1 to 2 (eV/Å):
Cr -0.1 -2.8 -0.5
O 1.1 -2.2 -0.3

---

# 3
Molecular formula: C63H48N10ORuTe
Method: DFT, ωB97M-V with the def2-TZVPD basis set

Values from the calculation:
Multiplicity: 5
Gap between HOMO and LUMO (spin up / spin down), eV: 4.56 / 4.41
Net charge: -2
HOMO (spin up / spin down), eV: -0.52 / -1.71
Relative energy (zero: lowest compared OMol25 entry of this formula, charge and spin), kJ/mol: 54.86

Cartesian coordinates (Å):
Ru1 0.1034 -0.2584 2.0759
C1 -5.4529 -0.7447 5.4412
C2 -5.5139 0.6377 5.2433
C3 -4.5973 1.2797 4.4283
C4 -3.6159 0.5212 3.8162
C5 -2.4952 0.8695 2.9594
N1 -2.2584 2.0666 2.5497
C6 -1.2914 2.3825 1.5641
C7 -0.8811 3.8407 1.5918
C8 -1.6424 4.9858 1.4859
C9 -0.9742 6.1868 1.2898
C10 0.4123 6.2415 1.2102
C11 1.1757 5.0945 1.3591
C12 0.5121 3.8969 1.5604
C13 1.0002 2.5306 1.7311
N2 2.2794 2.2828 1.9259
C14 2.7642 1.0733 2.1945
N3 2.0891 -0.1198 2.2239
C15 2.9486 -1.1016 2.6597
N4 2.6766 -2.3924 2.8531
C16 1.4465 -2.8608 2.8571
N5 0.2960 -2.1358 2.7802
C17 -0.7751 -2.9659 3.0017
N6 -2.0053 -2.6072 3.2921
C18 -2.4009 -1.3440 3.2945
N7 -1.7785 -0.2823 2.7068
C19 -3.5665 -0.8814 3.9966
C20 -4.4879 -1.5135 4.8224
C21 -0.3018 -4.3153 3.1194
C22 -0.9661 -5.5204 3.2878
C23 -0.2117 -6.6738 3.3562
C24 1.1823 -6.6272 3.2741
C25 1.8547 -5.4245 3.1461
C26 1.1101 -4.2569 3.0600
C27 4.2251 -0.5174 2.9368
C28 5.3978 -1.0024 3.5127
C29 6.4220 -0.1162 3.7641
C30 6.3179 1.2434 3.4227
C31 5.1731 1.7394 2.8383
C32 4.1128 0.8648 2.6205
N8 -0.0160 1.6651 1.7255
H1 -6.1596 -1.2144 6.1167
H2 -6.2924 1.1997 5.7429
H3 -4.6234 2.3462 4.2752
H4 -2.7193 4.9263 1.5158
H5 -1.5468 7.0989 1.1784
H6 0.8949 7.1940 1.0205
H7 2.2533 5.1099 1.2898
H8 -4.4312 -2.5788 4.9878
H9 -2.0438 -5.5345 3.3393
H10 -0.7010 -7.6328 3.4705
H11 1.7379 -7.5584 3.2922
H12 2.9338 -5.3919 3.0928
H13 5.4822 -2.0497 3.7698
H14 7.3273 -0.4703 4.2459
H15 7.1460 1.9027 3.6592
H16 5.0611 2.7825 2.5751
C33 4.9283 2.7446 -5.6796
C34 3.7934 2.4696 -4.7339
C35 2.5401 2.0888 -5.1748
C36 1.5137 1.7665 -4.2902
C37 0.1827 1.4013 -4.8775
C38 1.7354 1.8090 -2.9107
Te1 0.3681 0.9731 -1.3418
N9 -1.7772 2.1493 0.2170
C39 -2.9786 2.5711 -0.1196
O1 -3.8604 3.1080 0.5617
C40 -3.2822 2.3433 -1.5819
C41 -4.4131 1.6121 -1.9294
C42 -4.7412 1.4193 -3.2591
C43 -3.9768 2.0111 -4.2497
C44 -2.8809 2.7858 -3.9067
C45 -2.5194 2.9367 -2.5779
C46 -0.0859 -0.6276 -2.6924
C47 -1.4273 -0.8424 -2.9789
C48 -1.8335 -1.8991 -3.7709
C49 -0.8874 -2.7591 -4.2985
C50 0.4514 -2.5415 -4.0326
C51 0.8727 -1.4861 -3.2308
C52 2.3396 -1.2938 -2.9977
C53 2.9865 2.2658 -2.4663
C54 3.2646 2.4028 -1.0034
C55 3.9917 2.5783 -3.3654
H17 4.5661 2.9528 -6.6842
H18 5.5958 1.8818 -5.7305
H19 5.5136 3.5947 -5.3319
H20 2.3470 2.0298 -6.2391
H21 -0.0278 2.0253 -5.7465
H22 -0.6059 1.5311 -4.1425
H23 0.1663 0.3612 -5.2033
H24 -5.0220 1.1928 -1.1414
H25 -5.5968 0.8127 -3.5301
H26 -4.2318 1.8684 -5.2918
H27 -2.2999 3.2684 -4.6805
H28 -1.6559 3.5297 -2.3029
H29 -2.1617 -0.1530 -2.5888
H30 -2.8846 -2.0574 -3.9699
H31 -1.1927 -3.5968 -4.9126
H32 1.1957 -3.2117 -4.4475
H33 2.8660 -2.2470 -3.0223
H34 2.5035 -0.8061 -2.0364
H35 2.7601 -0.6486 -3.7700
H36 3.3135 1.4186 -0.5324
H37 2.4646 2.9555 -0.5126
H38 4.2079 2.9160 -0.8207
H39 4.9591 2.8940 -2.9959
C56 1.3069 -3.1454 -0.2193
C57 -0.1758 -3.1338 -0.4410
C58 -0.7846 -4.2403 -1.0050
C59 -2.1467 -4.2699 -1.2491
C60 -2.9118 -3.1704 -0.9034
C61 -2.3489 -2.0485 -0.3267
C62 -3.2271 -0.8871 0.0059
C63 -0.9484 -1.9893 -0.0944
N10 -0.3692 -0.8420 0.2983
H40 1.8274 -3.4438 -1.1285
H41 1.5751 -3.8629 0.5589
H42 1.6470 -2.1567 0.0937
H43 -0.1722 -5.0921 -1.2773
H44 -2.6033 -5.1354 -1.7134
H45 -3.9776 -3.1597 -1.1003
H46 -3.9745 -0.7565 -0.7746
H47 -2.6354 0.0216 0.1024
H48 -3.7516 -1.0571 0.9475

Forces on atoms 1 to 2 (eV/Å):
Ru -0.5 -1.6 -2.3
C -0.1 0.1 0.2

---

# 4
Molecular formula: C11H23N3O3S
Method: DFT, ωB97M-V with the def2-TZVPD basis set

Values from the calculation:
Multiplicity: 1
Gap between HOMO and LUMO, eV: 9.03
SMILES: CSCC[C@H](N)C(=O)N[C@@H](CCCCN)C(=O)O
Net charge: 0
HOMO, eV: -8.73
Relative energy (zero: lowest compared OMol25 entry of this formula, charge and spin), kJ/mol: 625.82

Cartesian coordinates (Å):
C1 -1.6899 -5.2618 2.1718
S1 -0.8497 -4.4018 3.5605
C2 0.8192 -3.9902 3.0059
C3 1.2757 -2.7914 2.0309
C4 0.4301 -1.5346 2.1126
N1 -0.9731 -1.5147 1.9877
C5 1.1672 -0.3919 1.3307
O1 2.3314 -0.4840 0.9173
N2 0.3012 0.4278 0.7812
C6 0.5911 1.4838 -0.1356
C7 -0.2037 1.6671 -1.4458
C8 0.6604 2.0682 -2.5239
C9 -0.1401 2.1649 -3.9145
C10 -1.1792 3.3795 -3.8738
N3 -0.6721 4.7858 -3.2501
C11 0.4215 2.7609 0.6214
O2 -0.0664 3.7933 0.1450
O3 0.9084 2.6724 1.9153
H1 -1.0908 -6.1506 1.7198
H2 -2.6223 -5.9709 2.4275
H3 -2.1066 -4.6712 1.2778
H4 1.2474 -4.9759 2.9165
H5 1.2393 -3.8570 4.0485
H6 2.3997 -2.3930 2.4216
H7 1.2426 -3.0751 0.7929
H8 0.7409 -1.0990 3.0622
H9 -1.4001 -1.8209 2.8171
H10 -1.5139 -2.1008 1.2694
H11 -0.5650 0.3603 1.3168
H12 1.6499 1.0869 -0.3579
H13 -0.9864 0.7358 -1.7125
H14 -1.0411 2.6679 -1.3684
H15 1.4259 1.3304 -2.6961
H16 1.2583 3.0047 -2.3612
H17 0.4272 2.2438 -4.8096
H18 -0.6394 1.1731 -4.0676
H19 -1.4875 3.7530 -4.8344
H20 -2.2021 3.2076 -3.4808
H21 -0.4303 4.7592 -2.1518
H22 -0.0516 5.2160 -3.9411
H23 1.3742 1.7427 2.2747

Forces on atoms 1 to 2 (eV/Å):
C -1.4 -2.9 -1.9
S -1.4 -0.1 -0.8